## 1
2 unconnected molecules or ions with the total composition C3H5N2O. Source: the OMol25 dataset; level of theory: ωB97M-V/def2-TZVPD.

charge: +1
E_HOMO: -15.189 eV
orbital gap: 10.69 eV

Last column: Löwdin charge in e.
Positions of all 11 atoms, in Å:
C 0.03034 -0.22437 0.70981  -0.07
C 0.47742 0.82610 -2.37980  -0.39
C 0.49574 -1.50800 0.93505  0.00
N -0.30729 0.89652 0.59234  0.38
N 0.86206 -0.18148 -1.77994  0.13
O -0.04363 1.72513 -2.80159  0.25
H 1.64410 -1.62696 0.69448  0.18
H -0.01078 -2.03147 0.12776  0.11
H 0.31322 -1.98913 1.91462  0.14
H -0.71549 1.74668 0.27568  0.15
H 1.19803 -1.08616 -2.20417  0.14

---

## 2
A molecular structure, C3H5N2O. Source: the OMol25 dataset; level of theory: ωB97M-V/def2-TZVPD.

charge: +1
E_HOMO (spin up / spin down): -15.284 / -14.866 eV
orbital gap (spin up / spin down): 8.14 / 6.95 eV

Last column: Löwdin charge in e.
Positions of all 11 atoms, in Å:
C -0.53284 -0.85098 -0.01745  -0.33
C 2.32437 -0.34129 -0.04141  0.08
C 1.10040 0.13448 -0.13559  0.07
N -2.26547 0.81709 0.08988  0.21
N -1.66645 -0.24839 -0.23902  0.15
O -0.19152 -1.96599 0.15695  0.20
H 3.15354 0.35453 -0.07894  0.10
H 2.57225 -1.38832 0.05999  0.10
H 0.75215 1.14241 -0.25732  0.08
H -2.90685 1.21236 -0.59606  0.17
H -2.33957 1.13411 1.05898  0.17

---

## 3
A gas-phase ion, C3H5N2O (charge +1). Source: the OMol25 dataset; level of theory: ωB97M-V/def2-TZVPD.

structure (SMILES): C#CO/[NH+]=C/N
charge: +1
E_HOMO: -14.821 eV
orbital gap: 10.27 eV

Last column: Löwdin charge in e.
Positions of all 11 atoms, in Å:
C -3.04590 0.21286 0.64488  0.13
C -2.25399 -0.11558 -0.18205  0.01
O -0.96441 -0.72222 -0.90534  -0.02
N 0.14408 -0.03364 -0.66085  -0.03
C 1.06719 -0.31067 0.23246  -0.10
N 2.19883 0.28267 0.12420  0.18
H -3.87302 0.30626 1.30421  0.05
H 0.38828 0.81818 -1.26247  0.22
H 0.92281 -1.32114 0.68082  0.20
H 3.10630 -0.05450 0.63781  0.22
H 2.30984 0.93777 -0.61367  0.13

---

Of all the structures shown, which is most stable? 1, and 3 is the least stable.